27
Properties=species:S:1:pos:R:3 method="wB97M-V/def2-TZVPD" lumo_ev=-2.3346 smiles="O=C1C(=O)c2c(C(=O)c3ccccc3)coc2C(Cl)=C1Cl" total_energy_ha=-1796.4330 charge=0 gap_ev=7.2
Cl -3.989 -3.010 -2.943
Cl -4.642 -0.089 -3.535
O 0.627 3.212 0.374
O -1.688 -3.112 -0.877
O -2.951 2.271 -1.777
O 0.075 -0.774 -0.761
C -1.976 -1.921 -1.277
C -0.105 2.237 0.426
C 2.109 -0.093 2.521
C -0.568 0.474 2.178
C -0.226 -0.492 3.096
C -2.030 2.905 -1.015
C -1.605 0.645 -1.012
C -3.347 -0.305 -2.373
C -1.123 -0.734 -0.937
C 0.356 1.207 1.423
C -3.042 -1.654 -2.192
C 1.676 0.945 1.584
C -1.193 1.965 -0.505
C -2.712 0.895 -1.819
C 1.160 -0.730 3.326
H -1.633 0.770 2.195
H 3.105 -0.420 2.590
H -2.042 3.948 -0.921
H 1.574 -1.443 4.078
H -1.011 -0.953 3.676
H 2.416 1.369 1.013